C4H24N2O8S | ωB97M-V/def2-TZVPD

The value obtained for the strongest force on any atom is 2.0 eV/Å. Its total energy is -1276.469875 a.u. As for the energy above the lowest of the compared OMol25 structures with the same formula, charge and spin: 0.0 kJ/mol. Its total charge is -2.

Structure (XYZ):
```
39
Properties=species:S:1:pos:R:3:forces:R:3:lowdin_charge:R:1
C -1.104888 0.387259 0.754978 -0.919 -1.719 -0.266 -0.188
N -0.450184 -0.440852 1.784962 1.168 0.443 -0.464 -0.043
C -0.845403 -1.841772 1.883658 -1.352 -1.324 -0.194 -0.365
O -0.897479 -2.684138 0.748545 0.008 1.181 0.392 -0.304
C -0.131213 1.215084 -0.052671 -1.007 0.477 -0.142 -0.496
C 0.217869 2.536501 0.590904 1.532 0.953 -0.099 -0.630
S 1.999987 3.057800 0.355991 -0.106 -0.079 -0.130 0.184
N -0.812159 1.477998 -1.326325 -0.286 0.264 -0.619 0.032
H -1.601741 -0.295760 0.058185 0.225 -0.071 -0.247 0.083
H -1.964916 0.936939 1.130958 0.225 0.593 0.450 0.119
H 0.504691 -0.479014 1.434153 0.124 -0.091 0.194 0.057
H -0.194806 -2.320566 2.623322 0.242 0.285 0.188 0.096
H -1.865395 -1.865483 2.303615 0.034 0.243 0.241 0.100
H 0.763398 0.635948 -0.234748 0.416 -0.228 0.351 0.071
H 0.168340 2.562708 1.663249 -0.728 -0.468 0.488 0.008
H -0.423757 3.341660 0.224185 -0.123 -0.213 -0.081 0.045
H -0.937104 0.612618 -1.848216 0.096 0.063 0.098 0.072
H -0.271863 2.113835 -1.912671 0.034 -0.177 0.241 0.069
H 0.313980 -2.638279 -2.768160 -0.180 -0.018 0.406 0.015
H -0.624508 -3.497610 -1.956626 0.293 0.105 -0.138 0.012
O -0.434542 -3.247099 -2.872151 -0.206 -0.226 -0.198 -0.096
H -2.136330 -2.297391 -0.115165 -0.079 -0.702 -0.697 0.007
H -2.436631 -2.552272 -1.682237 -0.148 0.338 0.575 0.021
O -2.876178 -2.302539 -0.848526 0.172 0.026 0.047 -0.147
H 1.951980 1.970232 2.667320 -0.179 -0.093 -0.340 -0.041
H 0.840724 0.884062 2.962162 0.079 0.237 -0.025 0.004
O 1.703727 1.231130 3.253661 -0.091 -0.178 0.449 -0.126
H 2.428090 -0.050606 1.939165 0.505 0.408 -0.140 -0.012
H 3.134966 0.732383 0.799205 -0.559 -0.422 0.361 -0.033
O 2.994797 -0.176558 1.157500 0.208 -0.023 -0.341 -0.130
H 1.617143 -1.696444 -0.301650 -0.220 -0.023 -0.157 0.004
H 0.112966 -2.333561 -0.166759 0.511 0.537 -0.077 -0.012
O 0.844320 -1.924641 -0.841469 0.192 -0.079 0.113 -0.166
H 2.705360 0.767170 -2.638535 -1.248 -0.174 0.507 0.043
H 1.206730 0.395085 -2.132822 0.883 0.023 0.041 -0.011
O 1.770923 0.623184 -2.890334 0.445 0.048 -0.671 -0.099
H -3.829587 -0.772896 -0.997315 0.045 0.125 -0.364 -0.016
H -3.496839 0.652961 -1.458564 0.196 0.101 0.080 -0.008
O -4.239434 0.054412 -1.343414 -0.203 -0.143 0.168 -0.119
```
Forces are in eV/Å.


C2H4N2S2 | ωB97M-V/def2-TZVPD

The value obtained for the strongest force on any atom is 5.6 eV/Å. Its total energy is -984.396529 a.u. As for the energy above the lowest of the compared OMol25 structures with the same formula, charge and spin: 310.7 kJ/mol.

Structure (XYZ):
```
10
Properties=species:S:1:pos:R:3:forces:R:3:lowdin_charge:R:1
C -1.181041 0.369898 0.031550 1.725 -2.001 -0.864 -1.031
C 1.266029 -0.524296 0.173150 0.429 3.275 -1.070 -0.568
H -2.786639 1.312807 -0.322243 1.458 1.181 1.372 0.070
H -1.680391 2.301106 1.178980 -0.522 -2.883 -4.781 0.291
H 0.697437 1.363792 -0.480133 -1.600 -1.910 0.865 0.143
H 0.869833 -1.475334 0.542398 0.319 0.217 -0.148 0.049
N -1.787361 1.563610 -0.030388 -1.852 3.612 3.289 -0.038
N 0.218078 0.444582 -0.155022 2.875 -0.121 0.683 -0.084
S -2.077863 -1.024354 -0.027368 0.774 0.066 0.172 0.635
S 2.913789 -0.015229 -0.025716 -3.606 -1.435 0.482 0.532
```
Forces are in eV/Å.


H3N2O3P | ωB97M-V/def2-TZVPD

The value obtained for the strongest force on any atom is 3.5 eV/Å. Its total energy is -678.329749 a.u. As for the energy above the lowest of the compared OMol25 structures with the same formula, charge and spin: 82.6 kJ/mol. The structure (SMILES) is NP(=O)=O.N=O.

Structure (XYZ):
```
9
Properties=species:S:1:pos:R:3:forces:R:3:lowdin_charge:R:1
N 1.310603 0.927702 -1.126641 -0.536 0.548 -0.189 -0.017
N -1.568386 0.042139 0.321772 2.287 -2.572 0.710 -0.046
O 0.340225 -0.614338 1.978787 -0.181 0.459 -0.141 -0.293
O 0.072186 -2.047261 -0.156829 -0.753 -0.042 -0.592 -0.281
O 1.756818 1.955829 -1.589289 0.282 -2.374 1.313 -0.042
P -0.321381 -0.958917 0.722570 0.518 0.588 0.945 0.430
H 1.969001 0.226968 -0.572738 0.426 1.774 -1.051 0.093
H -2.096371 -0.464969 -0.379113 -0.781 1.706 -0.205 0.073
H -1.462695 0.932847 0.801481 -1.263 -0.088 -0.789 0.083
```
Forces are in eV/Å.


C5H9NO | ωB97M-V/def2-TZVPD

The value obtained for the strongest force on any atom is 0.8 eV/Å. Its total energy is -325.878815 a.u. As for the energy above the lowest of the compared OMol25 structures with the same formula, charge and spin: 154.2 kJ/mol. The structure (SMILES) is N/C=C/CCC=O.

Structure (XYZ):
```
16
Properties=species:S:1:pos:R:3:forces:R:3:lowdin_charge:R:1
O 2.667610 0.418353 -2.954767 0.173 0.054 -0.147 0.052
C 2.037777 0.809679 -2.011960 -0.304 -0.150 0.221 -0.276
C 1.052989 -0.041370 -1.253054 -0.031 -0.139 0.150 -0.169
C 0.549992 0.559229 0.057398 -0.322 0.491 -0.344 -0.238
C -0.362908 -0.376604 0.772255 0.546 -0.158 0.627 -0.156
C -1.632763 -0.175294 1.087811 -0.277 -0.212 -0.032 -0.222
N -2.402758 -1.095042 1.799948 -0.389 0.220 -0.031 0.029
H 2.138961 1.848704 -1.642166 0.103 0.140 -0.063 0.122
H 0.189914 -0.233101 -1.895427 0.029 0.053 -0.151 0.128
H 1.501907 -1.022305 -1.084404 0.102 -0.011 -0.020 0.123
H 1.375122 0.839360 0.713127 0.245 -0.129 0.003 0.111
H 0.036950 1.509264 -0.152040 -0.046 -0.178 -0.019 0.115
H 0.112989 -1.268379 1.189361 -0.052 0.028 -0.184 0.110
H -2.175238 0.690595 0.727893 -0.011 0.086 0.036 0.114
H -3.211605 -0.723073 2.278794 0.231 -0.058 -0.092 0.078
H -1.878938 -1.740015 2.367231 0.002 -0.038 0.047 0.078
```
Forces are in eV/Å.


Number 1: orbital gap 6.59 eV, HOMO energy -1.2 eV. Number 2: orbital gap 7.76 eV, HOMO energy -9.0 eV. Number 3: orbital gap 8.95 eV, HOMO energy -9.8 eV. Number 4: orbital gap 9.28 eV, HOMO energy -8.3 eV.